Formula: C41H38N6NiOTe
Source: the OMol25 dataset
Level of theory: ωB97M-V with the def2-TZVPD basis set

Energy relative to the best compared isomer or geometry (same formula, charge and spin) in kcal per mole: 53.1
Orbital gap (alpha / beta) in eV: 7.3 / 6.6
Molecular weight in g mol⁻¹: 817.09
<S²>: 0.7647
E in Ha: -3765.0385
Highest occupied orbital energy (alpha / beta) in eV: -10.03 / -9.26
2S+1: 2
Net charge: +1

Geometry as XYZ:
```
88
Properties=species:S:1:pos:R:3:forces:R:3
Te 1.693 1.509 0.865 -0.195 0.282 0.250
Ni -0.617 -2.304 0.947 0.139 -0.223 0.817
O -0.239 -2.518 -1.238 0.220 0.034 -0.651
N 0.186 -0.281 -1.237 0.084 -0.022 0.068
N -2.754 -2.550 1.684 -0.065 -0.092 0.055
N -1.951 -0.390 -0.469 -0.494 0.366 0.127
N 1.477 -2.828 0.978 0.197 -0.183 0.071
N -0.589 -4.018 2.014 0.051 -0.148 0.103
N -0.572 -0.291 -0.007 -0.388 -0.335 -0.434
C 0.544 -4.734 2.041 -0.699 -0.077 0.320
C -5.034 -1.983 2.188 -0.056 -0.151 0.093
C 0.168 3.413 3.217 0.033 0.063 -0.101
C 0.605 -5.955 2.699 0.246 -0.018 -0.063
C -1.664 -5.651 3.360 -0.118 -0.079 0.071
C 2.663 3.873 -1.234 -0.016 0.098 0.025
C -0.173 1.159 -3.320 -0.006 -0.016 -0.008
C 0.971 7.903 1.207 0.010 -0.006 0.029
C 1.754 5.812 0.039 0.008 0.060 0.006
C 2.486 -2.187 0.395 0.017 0.122 0.031
C 1.685 -4.096 1.377 0.500 0.461 -0.429
C -5.110 -2.998 3.125 -0.061 0.177 -0.098
C -1.945 2.906 -3.532 -0.193 0.134 0.052
C 0.627 5.593 2.126 0.028 0.019 -0.052
C -2.853 -3.578 2.551 -0.454 0.443 -0.154
C 0.769 4.210 2.088 -0.029 -0.112 -0.012
C -0.405 1.130 0.409 0.418 0.206 -0.275
C 1.424 3.631 0.991 -0.006 -0.269 0.005
C -3.254 2.171 -0.056 0.095 0.014 -0.155
C -2.560 2.854 -2.346 0.061 -0.049 -0.032
C -3.843 -1.799 1.507 -0.013 0.125 0.042
C 3.621 -2.248 -4.392 -0.062 -0.009 0.046
C 3.939 -4.058 0.556 0.015 0.212 -0.084
C -0.749 1.920 -0.860 -0.022 -0.043 -0.008
C -0.825 2.100 -4.006 0.177 -0.101 -0.056
C -2.270 1.936 -1.191 -0.022 -0.158 0.206
C -2.059 0.475 -1.644 0.109 0.129 -0.011
C -1.676 -4.452 2.660 0.574 -0.153 -0.077
C -0.513 -6.416 3.367 -0.067 0.068 -0.023
C 2.905 -4.733 1.174 -0.251 -0.226 0.198
C 0.381 -1.583 -1.736 -0.472 0.107 0.555
C 1.114 6.411 1.116 -0.009 -0.053 0.019
C 1.928 4.436 -0.043 -0.018 -0.137 -0.036
C 1.631 -3.023 -3.292 -0.205 0.159 0.099
C 3.476 -1.005 -3.789 0.107 -0.019 -0.101
C -0.546 0.789 -1.938 -0.090 0.076 -0.005
C 2.701 -3.257 -4.134 0.072 -0.065 -0.057
C 3.725 -2.748 0.157 0.158 -0.200 0.024
C 1.472 -1.771 -2.692 0.422 -0.028 -0.493
C 2.415 -0.767 -2.935 -0.049 -0.093 0.174
C -4.006 -3.806 3.296 0.260 -0.208 0.054
H 0.623 2.429 3.299 -0.010 -0.058 0.059
H -3.065 1.507 0.783 -0.049 -0.017 0.028
H -0.905 3.286 3.055 -0.008 -0.043 0.036
H 2.826 -4.231 -4.588 -0.022 0.018 -0.027
H -5.878 -1.340 1.981 0.030 0.039 0.017
H 2.069 3.127 -1.765 -0.011 -0.036 0.020
H 0.645 0.625 -3.783 -0.070 0.077 -0.073
H 1.604 8.295 2.004 -0.003 0.019 -0.012
H -2.689 0.057 -2.427 -0.013 -0.060 0.043
H -4.271 1.989 -0.410 -0.018 0.050 0.034
H 2.300 -1.164 0.103 -0.058 0.059 -0.064
H 4.894 -4.539 0.393 -0.012 -0.029 -0.006
H 3.592 3.393 -0.920 0.003 -0.033 -0.069
H 4.453 -2.435 -5.058 0.006 0.012 0.009
H -0.229 2.869 -0.955 0.093 -0.013 -0.023
H -2.540 -5.997 3.888 0.002 0.001 -0.041
H 0.122 6.042 2.974 0.004 0.000 0.007
H 2.137 6.435 -0.762 0.013 -0.002 0.012
H 4.502 -2.177 -0.332 -0.039 0.046 0.017
H -0.057 8.183 1.441 0.001 0.020 -0.019
H 2.340 0.186 -2.425 -0.025 -0.016 0.037
H -4.029 -4.612 4.015 -0.049 0.022 -0.009
H 0.902 -3.795 -3.085 0.026 -0.016 0.003
H 1.517 -6.535 2.702 -0.012 0.019 0.034
H -3.765 -0.993 0.797 0.172 0.075 -0.065
H -6.008 -3.152 3.708 -0.002 -0.045 -0.014
H -3.368 3.556 -2.168 0.000 0.009 -0.078
H -2.313 3.634 -4.245 0.003 0.030 0.038
H 2.909 4.669 -1.936 0.025 0.002 0.030
H -0.486 -7.360 3.895 0.003 -0.004 0.001
H 1.261 8.389 0.277 -0.018 0.007 -0.002
H 3.037 -5.755 1.498 0.044 0.017 -0.035
H -2.083 -1.357 -0.740 0.121 -0.091 -0.035
H -0.497 2.310 -5.016 0.030 -0.042 0.007
H -3.188 3.204 0.290 -0.033 0.009 0.005
H 4.199 -0.223 -3.981 0.002 -0.005 0.022
H 0.297 3.934 4.165 -0.026 0.010 -0.011
H -1.011 1.346 1.281 -0.041 -0.116 -0.001
```
Forces are in eV/Å.

---

Formula: C14H19AgCl2NS4
Source: the OMol25 dataset
Level of theory: ωB97M-V with the def2-TZVPD basis set

Orbital gap in eV: 3.6
Molecular weight in g mol⁻¹: 508.35
E in Ha: -3259.6825
Highest occupied orbital energy in eV: -1.58
Net charge: -1

Geometry as XYZ:
```
41
Properties=species:S:1:pos:R:3:forces:R:3
Ag 1.029 0.942 0.349 -0.163 0.029 -0.251
Cl 5.852 0.707 0.935 -0.033 0.004 -0.007
Cl 1.620 -1.863 -1.537 0.013 -0.080 0.066
S -0.538 0.540 2.972 -0.152 -0.092 0.050
S -1.442 -1.330 0.409 0.051 0.062 -0.051
S -0.892 2.635 0.243 0.025 -0.132 -0.006
S -0.554 0.360 -2.390 -0.119 0.052 0.046
N 2.966 0.422 0.187 0.309 0.056 0.188
C -2.043 -0.492 2.959 0.086 0.146 0.019
C -1.207 2.223 2.999 0.057 -0.170 -0.117
C 5.557 -2.564 -1.366 0.029 -0.040 -0.037
C 4.189 -2.617 -1.631 -0.008 0.111 0.107
C -2.212 2.111 -0.893 0.061 -0.002 -0.051
C 5.163 -0.566 -0.063 -0.079 -0.215 -0.182
C 6.021 -1.510 -0.566 -0.100 0.076 0.036
C 3.328 -1.668 -1.127 0.328 0.010 0.058
C -1.935 2.676 1.738 0.251 0.086 -0.007
C 3.701 -0.512 -0.290 -0.254 0.049 0.000
C -2.461 -1.366 -1.096 0.181 -0.055 0.134
C -2.694 -0.809 1.609 0.135 -0.099 -0.044
C -1.623 -1.108 -2.347 0.119 0.151 -0.014
C -1.729 1.734 -2.288 0.127 -0.121 -0.028
H -1.866 2.322 3.864 -0.023 0.077 -0.025
H -1.193 2.573 -2.737 -0.072 0.042 -0.014
H -2.796 2.042 1.552 -0.087 -0.037 0.029
H -0.894 -1.910 -2.479 -0.107 -0.031 -0.042
H -1.710 -1.422 3.421 -0.041 -0.011 0.008
H 7.079 -1.429 -0.332 -0.059 0.010 0.005
H -0.327 2.845 3.175 -0.029 0.026 0.021
H -2.591 1.515 -2.923 -0.054 0.088 0.017
H -2.935 -2.346 -1.189 -0.052 0.015 -0.058
H -2.918 2.941 -0.961 -0.053 -0.007 -0.036
H -2.279 -1.096 -3.220 -0.011 -0.055 -0.008
H -2.715 1.268 -0.426 -0.010 -0.065 0.002
H -2.774 -0.032 3.629 -0.017 -0.080 -0.002
H -3.253 -0.625 -0.995 -0.061 0.054 -0.024
H 6.235 -3.310 -1.765 -0.046 0.055 0.030
H 3.784 -3.417 -2.240 -0.027 -0.012 -0.020
H -3.234 0.051 1.212 -0.017 0.060 0.018
H -2.292 3.700 1.858 -0.037 -0.003 0.103
H -3.418 -1.615 1.750 -0.061 0.048 0.086
```
Forces are in eV/Å.